Formula: C4H14O4
Source: the OMol25 dataset
Level of theory: ωB97M-V/def2-TZVPD

Calculated values
⟨S²⟩: 0.7562
ΔE to the lowest compared entry with this formula, charge and spin in kJ/mol: 349.2
Spin multiplicity: 2
Charge: +1

Cartesian coordinates (Å):
1 O 2.82 0.50 -0.85
2 O 1.04 -2.77 -0.99
3 O 0.60 -0.22 2.52
4 O 0.60 -0.89 -3.18
5 C -0.35 0.41 2.31
6 C -0.19 1.12 0.18
7 C -2.38 0.58 1.21
8 C -1.07 0.16 1.04
9 H 1.36 -1.26 -3.38
10 H -0.96 -0.78 0.55
11 H -0.02 2.02 0.60
12 H -2.47 1.80 1.11
13 H -0.58 1.59 -0.79
14 H -0.15 -1.34 -3.72
15 H 2.02 0.93 -1.00
16 H -3.01 0.45 2.19
17 H 1.72 -2.02 -1.22
18 H -3.10 0.01 0.61
19 H 0.98 -2.54 -0.05
20 H -0.62 1.26 2.86
21 H 3.14 0.48 0.15
22 H 0.66 0.52 -0.13